C27H26AuN5O as an isolated structure, computed with ωB97M-V with the def2-TZVPD basis set.

ORCA input file:
```
! RIJCOSX wB97M-V def2-TZVPD def2/J DEFGRID3
* xyz 2 1
Au -0.00507 -0.03997 -0.25184
C 3.05445 -2.88637 0.74392
C 1.92778 -2.29517 0.16994
N 1.64444 -1.01852 0.36725
C 2.43134 -0.22672 1.16748
C 3.59061 -0.75839 1.75687
C 3.88205 -2.11833 1.52075
C 4.38500 0.07896 2.57041
C 3.98794 1.36840 2.76648
C 2.80371 1.88361 2.19038
C 2.00551 1.10369 1.38572
N 0.80909 1.43700 0.74419
C 0.04235 2.60694 0.74454
C 0.29269 3.80150 1.37881
C -0.59132 4.89745 1.25183
C -1.73116 4.82232 0.50839
C -2.02990 3.61220 -0.15461
C -3.18808 3.42064 -0.93573
C -3.42565 2.21940 -1.55099
C -2.49917 1.18746 -1.39654
N -1.40773 1.34460 -0.66523
C -1.13929 2.53238 -0.02790
H 3.25355 -3.93234 0.56261
H 1.25915 -2.85589 -0.46669
H 4.76611 -2.55014 1.97380
H 5.28379 -0.31308 3.02618
H 4.58099 2.02689 3.38635
H 2.56048 2.90647 2.40539
H 1.16629 3.94631 1.98495
H -0.34351 5.81488 1.76794
H -2.40634 5.66214 0.41947
H -3.88791 4.24021 -1.04334
H -4.30514 2.05370 -2.15541
H -2.63463 0.23363 -1.88429
C -1.00098 -1.43107 4.37794
C -2.44667 -1.41890 3.88423
C -2.25759 -1.36654 2.37864
O -1.04459 -0.61355 2.15310
C -0.32627 -0.47989 3.40442
H -0.57762 -2.43323 4.29226
H -0.89981 -1.09822 5.40855
H -2.96685 -0.52772 4.23673
H -3.01141 -2.29578 4.19410
H -3.07487 -0.85914 1.86154
H -2.13265 -2.37289 1.96534
H -0.40456 0.55796 3.73734
H 0.72457 -0.71460 3.23184
N 0.98471 -1.31655 -2.96633
C -0.12039 -1.97445 -2.54800
C -0.57836 -3.12210 -3.22194
C -1.69731 -3.76849 -2.77783
C -2.39307 -3.28043 -1.65904
C -1.90128 -2.17915 -1.03147
N -0.77272 -1.53533 -1.45197
H 1.40146 -1.57874 -3.84352
H 1.19065 -0.39229 -2.62723
H -0.03674 -3.46598 -4.09279
H -2.04990 -4.65150 -3.29461
H -3.29000 -3.75890 -1.29518
H -2.38425 -1.75977 -0.16030
*
```

Properties
Frontier orbital gap in hartree: 0.249

***

C27H26Br2IrN2O5S as an isolated structure, computed with ωB97M-V with the def2-TZVPD basis set.

ORCA input file:
```
! RIJCOSX wB97M-V def2-TZVPD def2/J DEFGRID3
* xyz 1 1
Ir 0.65861 -0.18509 -0.49309
O -3.30777 1.84278 -0.09193
C -4.08444 0.84077 -0.58208
C -5.45611 1.07747 -0.64402
C -6.32111 0.10755 -1.11138
C -5.83803 -1.12576 -1.53357
C -4.47995 -1.36419 -1.50150
C -3.58965 -0.39801 -1.03143
C -2.11832 -0.75847 -0.99902
O -1.26311 0.33435 -0.83345
N -1.89897 -1.70817 0.07722
N -0.61029 -1.84649 0.41295
C -0.24921 -2.46899 1.47292
C 1.12989 -2.67154 1.82505
Br 2.38296 -1.91805 0.58933
C 1.62078 -3.25779 2.91413
C 0.86677 -4.05156 3.89153
C 1.22667 -3.99463 5.23950
C 0.56932 -4.77519 6.17417
C -0.42946 -5.65328 5.77360
C -0.77823 -5.73747 4.43257
C -0.14381 -4.93464 3.49838
H -2.38315 1.57815 -0.16221
H -5.81277 2.04514 -0.31156
H -7.38391 0.31246 -1.14723
H -6.51696 -1.88689 -1.89565
H -4.09189 -2.31792 -1.84797
H -1.87645 -1.29266 -1.92684
H -2.61482 -1.83857 0.77814
H -0.99146 -2.84374 2.17132
H 2.68616 -3.15544 3.10456
H 2.00722 -3.31119 5.55698
H 0.84255 -4.70670 7.21983
H -0.92790 -6.28162 6.50045
H -1.53642 -6.43927 4.10962
H -0.38290 -5.04005 2.44567
Br 8.42522 3.37632 0.13215
C 6.57150 3.01862 0.06956
C 6.14094 1.71857 -0.13472
C 4.77926 1.45555 -0.14482
C 3.86613 2.49083 0.03181
C 4.31408 3.79371 0.20841
C 5.67311 4.06108 0.23646
C 2.39470 2.21973 -0.02010
O 1.62565 3.08022 -0.37117
O 2.05763 0.98687 0.35902
H 6.85849 0.92292 -0.28296
H 4.42116 0.44636 -0.29732
H 3.59301 4.59093 0.33551
H 6.03256 5.07060 0.38085
O 0.71849 0.93359 -2.28985
S -0.13809 2.25069 -2.23648
C -1.42151 1.98486 -3.52174
C -1.08032 2.87085 -4.71641
C -0.28558 4.05182 -4.15705
C 0.77734 3.43614 -3.26174
H -2.36773 2.26430 -3.05346
H -1.43146 0.91733 -3.74079
H -1.97782 3.20578 -5.23342
H -0.46024 2.32233 -5.42748
H -0.93703 4.70706 -3.57353
H 0.16449 4.64621 -4.95035
H 1.26529 4.14082 -2.59422
H 1.51690 2.86059 -3.82118
*
```

Properties
Energy relative to the best compared isomer or geometry (same formula, charge and spin) in kJ/mol: 81.8
Frontier orbital gap in hartree: 0.234

***

C27H26Cl2N5O3ReS2Te as an isolated structure, computed with ωB97M-V with the def2-TZVPD basis set.

ORCA input file:
```
! RIJCOSX wB97M-V def2-TZVPD def2/J DEFGRID3
* xyz 1 4
Re 0.01549 1.94305 -0.84254
Cl 3.96663 3.81513 4.96608
C 3.17004 3.12333 3.63914
C 3.61359 1.90863 3.18025
C 2.99377 1.32315 2.09874
Cl 3.39161 -0.21091 1.51164
C 1.85648 1.90559 1.54630
O 1.32020 1.27884 0.53718
C 1.30793 3.05613 2.14276
C 0.14312 3.67842 1.70990
O -0.43446 3.48576 0.63665
C 2.01736 3.65491 3.19512
H 4.48928 1.52427 3.66168
H -0.19807 4.53759 2.27848
H 1.55567 4.56430 3.60761
C -1.94421 4.62154 -4.50465
N -1.12720 3.39952 -4.62282
C -0.18931 3.06672 -5.63365
C 0.30132 1.84747 -5.31952
N -0.35362 1.44150 -4.14369
C -1.10029 2.41635 -3.67563
S -1.88720 2.48535 -2.13468
C 0.04083 0.25038 -3.50864
C 0.25231 -0.83099 -4.29666
C 0.92719 -1.95482 -3.84934
C 1.43833 -1.94515 -2.51477
C 1.15519 -0.80088 -1.73271
N 0.48149 0.28787 -2.22853
H -2.97021 4.40216 -4.92444
H -1.52371 5.45974 -5.01754
H -2.05469 4.83581 -3.45310
H 0.03524 3.69380 -6.48739
H 1.06988 1.23415 -5.74295
H -0.21822 -0.79275 -5.26798
H 1.04343 -2.76814 -4.50782
H 1.95722 -2.77909 -2.11607
H 1.54002 -0.70214 -0.66872
C 0.46524 -0.37186 4.51690
C 0.13673 -1.81078 4.06745
C -1.34130 -1.94332 3.75005
N -1.78201 -1.01623 2.63941
C -1.05539 -0.49840 1.65362
S -1.69808 0.85188 0.80169
N 0.09630 -1.13730 1.17781
C 0.24042 -2.40886 0.78970
O 1.38666 -2.78549 0.54996
C -0.92079 -3.29224 0.55051
C -0.87102 -4.60699 1.01730
C -1.74805 -5.55253 0.54543
C -2.76017 -5.12615 -0.34491
C -2.97511 -3.77407 -0.59526
C -1.95430 -2.84080 -0.28696
H 1.50935 -0.23586 4.80143
H -0.15845 -0.05362 5.40276
H 0.21844 0.29101 3.70823
H 0.37517 -2.50364 4.86954
H 0.75396 -2.16241 3.29736
H -2.03321 -1.75792 4.54440
H -1.55364 -2.97282 3.38055
H -2.65269 -0.53091 2.81743
H 0.97226 -0.60209 1.17702
H -0.04218 -4.92230 1.70688
H -1.60427 -6.59212 0.74460
H -3.36330 -5.82378 -0.82609
H -3.77602 -3.51374 -1.25690
H -1.94253 -1.77727 -0.59940
Te 1.99554 3.01401 -2.11823
*
```

Properties
Energy relative to the best compared isomer or geometry (same formula, charge and spin) in kJ/mol: 74.1
⟨S²⟩: 3.78
Frontier orbital gap (alpha / beta) in hartree: 0.241 / 0.233

***

Q: What is the formula in the second record?
A: C27H26Br2IrN2O5S